Entry P
The following is a quantum chemistry calculation of a molecular structure, C21H28N2O3, from the OMol25 dataset.

Calculated values
HOMO-LUMO gap = 7.8 eV
Molar mass = 356.47 g mol⁻¹
E_HOMO = -0.2614 hartree

```
! RIJCOSX wB97M-V def2-TZVPD def2/J DEFGRID3
* xyz 0 1
O -2.78019 1.08711 1.36213
O 3.27261 0.21260 -1.80598
O -5.07990 1.67352 -0.16913
N -0.59264 -1.96815 0.12585
N 1.86294 -0.53177 0.40383
C 4.97073 1.10291 -0.09331
C 4.91586 0.88092 2.00591
C -0.08104 -0.90511 -0.68757
C 3.79586 0.49223 -0.38272
C 5.09053 -0.52366 -2.96164
C -4.52601 0.35284 -0.28344
C -2.84332 -0.94057 0.43472
C -3.32648 0.39955 0.40704
C 4.14402 0.55526 -2.84291
C -1.71522 -1.32035 1.30844
C -6.24902 2.06682 -0.86527
C -4.57248 -1.54422 -1.38590
C -3.50783 -1.97124 -0.23737
C 5.60105 1.38976 0.87855
C 0.47944 -2.57701 1.05893
C 1.54742 -1.67971 1.60448
C 0.87554 -0.13333 -0.24593
C -2.63665 2.45421 0.98544
C -5.03149 -0.42060 -1.08473
C 3.10015 0.27018 0.70944
C 3.78714 0.17572 1.93407
H -1.94352 -2.25134 1.89558
H -5.15608 -2.33166 -1.67180
H 5.96914 -0.43845 -2.35096
H 1.38454 0.62692 -0.93824
H -1.80571 2.95231 1.49912
H 0.15780 -3.17786 1.82509
H 0.39699 0.56556 0.64093
H -6.02504 -0.18176 -1.62311
H 1.10365 -0.86782 2.30081
H 5.61966 1.67840 -1.15656
H -1.01011 -0.63917 -1.15437
H 0.32541 -1.49393 -1.56920
H 1.05599 -3.13150 0.09828
H 3.37345 -0.30210 2.85618
H -6.02952 2.06219 -2.12157
H 3.39790 0.60098 -3.65971
H 5.42538 1.04511 2.98348
H -6.38960 3.37216 -0.57474
H -2.92340 -3.08133 -0.29014
H 4.50582 1.52856 -2.90192
H 2.33269 -2.10011 2.05219
H -1.40187 -0.46712 1.96212
H -2.48194 2.75008 -0.20460
H 5.56199 -0.33496 -4.05271
H 4.62813 -1.58344 -2.94106
H -7.06751 1.52685 -0.31350
H 6.44037 1.93886 1.15785
H -3.62502 2.97709 1.07231
*
```

Here are the natural (NBO) charges for atoms 1 to 8, given in e:
1. O -0.478
2. O -0.510
3. O -0.572
4. N -0.381
5. N -0.397
6. C -0.159
7. C -0.180
8. C -0.280



Entry Q
The following is a quantum chemistry calculation of a single C21H28N2O3 molecule, from the OMol25 dataset.

Calculated values
HOMO-LUMO gap = 9.3 eV
Molar mass = 356.47 g mol⁻¹
E_HOMO = -0.3224 hartree
SMILES string = C=CCOc1cccc(C(=O)N2CCC(CCC(=O)NC3CC3)CC2)c1

```
! RIJCOSX wB97M-V def2-TZVPD def2/J DEFGRID3
* xyz 0 1
O 1.27701 -3.22762 -2.60158
O 2.25287 -1.47444 2.64008
O -5.06385 3.43322 -1.62065
N 0.84370 -1.01825 -2.49838
N -4.48092 2.77193 0.43214
C 3.78315 -2.16225 -1.14888
C 4.65518 -2.09072 -0.08040
C -1.51626 -0.63659 -2.96562
C 1.46389 -2.14351 -2.07933
C -0.16937 -1.08600 -3.52909
C -1.41753 0.77400 -2.37604
C -0.29708 0.79623 -1.33279
C -2.76755 1.19266 -1.78589
C 2.45325 -0.37851 5.96323
C 3.07757 -1.42129 3.78896
C -2.80621 2.65744 -1.33805
C 2.19553 -1.22182 4.98276
C -3.58410 2.32074 1.44267
C 2.82836 -1.70454 1.42922
C 2.41967 -1.99130 -0.93321
C 4.19197 -1.86050 1.20534
C 1.94734 -1.77333 0.34946
C -4.20740 3.00434 -0.87635
C 1.01475 0.30252 -1.94778
C -3.82862 2.75220 2.85400
C -2.65380 3.30372 2.10573
H 4.14613 -2.35188 -2.14686
H -1.15760 1.47112 -3.18087
H 1.80110 -0.28135 6.81358
H 1.30888 0.98038 -2.76016
H 3.62558 -2.37112 3.89829
H -2.09165 2.84009 -0.53753
H 4.89930 -1.81229 2.01831
H 3.80585 -0.60305 3.70648
H 3.33437 0.24228 5.96298
H -0.14617 1.80571 -0.94978
H -3.65274 2.04030 3.64528
H -2.70312 4.33187 1.78184
H 5.71527 -2.21849 -0.24208
H -0.21570 -2.11884 -3.87839
H -1.82483 -1.33519 -2.18502
H -1.66324 2.97259 2.37681
H 0.12440 -0.43744 -4.36292
H -2.56897 3.29761 -2.18879
H 1.30714 -1.83686 4.98676
H -2.26559 -0.66132 -3.75777
H -3.54195 1.04870 -2.54243
H -4.66221 3.41271 3.03879
H -5.42205 3.00901 0.71707
H -0.56700 0.14851 -0.49620
H -3.00757 0.54185 -0.94188
H 0.89150 -1.66418 0.54326
H -3.21187 1.31268 1.28738
H 1.81039 0.29217 -1.20226
*
```

Here are the natural (NBO) charges for atoms 1 to 8, given in e:
1. O -0.617
2. O -0.495
3. O -0.620
4. N -0.432
5. N -0.622
6. C -0.216
7. C -0.184
8. C -0.392



Taking the most stable structure as the zero point, the relative energies in kJ/mol are entry P 1770.3; entry Q 0.0.



Entry P
The following is a quantum chemistry calculation of 17 unconnected molecules or ions with the total composition H35O17, from the OMol25 dataset.

Calculated values
HOMO-LUMO gap = 10.5 eV
Molar mass = 307.26 g mol⁻¹
E_HOMO = -0.4930 hartree

```
! RIJCOSX wB97M-V def2-TZVPD def2/J DEFGRID3
* xyz 1 1
O 0.66586 2.62512 -4.20296
O -3.23734 1.62356 -2.41827
O 1.83427 0.20486 -0.04891
O 2.41672 0.44679 -2.50266
O 2.00426 -3.36784 3.63308
O -0.90033 -2.04026 0.65684
O 0.32042 0.34046 2.87362
O -3.39483 -0.94381 -3.36707
O -0.47206 2.17153 0.87587
O -1.04659 -0.57064 -1.87158
O -3.87435 0.10767 0.74434
O -1.71299 -1.30379 3.05808
O -0.77407 -3.28552 3.78742
O 2.72683 -0.31670 3.78304
O 2.96552 -3.45655 -1.29298
O -1.04467 4.02706 -2.14898
O 3.68201 2.91081 -1.26737
H -0.20286 2.29624 -3.75867
H 2.75993 -0.25077 4.76723
H 4.21137 3.39424 -1.89605
H -1.22582 -1.79548 3.82461
H -3.78316 0.22036 -0.17163
H -1.26484 -0.38112 3.04607
H 2.50682 0.38138 0.63368
H -0.96109 4.26227 -1.09060
H -3.27356 -1.73041 -2.74547
H 3.03540 -4.28273 -0.87749
H 2.97960 3.41395 -0.78811
H -1.57441 -1.59184 0.04478
H 1.64352 0.95527 -2.82651
H -4.30486 -0.72054 0.76655
H -0.00619 0.73803 2.03604
H -1.70558 -3.57973 4.17538
H -1.66073 0.06665 -2.18775
H -3.98894 1.09412 -2.67611
H -2.81581 -1.34687 -4.10897
H 0.50390 3.57949 -4.10877
H -0.83880 -3.43210 2.80857
H 1.08553 -3.05852 3.31308
H 2.68784 0.47305 -0.68374
H -0.59800 4.91766 -2.32253
H 1.25531 0.50286 3.03233
H -1.37420 2.35889 1.12504
H -1.32421 -1.71020 2.19381
H 2.64346 -3.05224 2.95440
H 3.72753 -2.89178 -1.32634
H 2.50764 -1.25911 3.60003
H 3.15364 0.98399 -2.52922
H -3.40805 2.54339 -2.55405
H -0.25180 -0.04721 -2.15753
H -0.27778 1.89012 -0.00444
H -0.01948 -2.11405 0.20089
*
```

Here are the natural (NBO) charges for atoms 1 to 8, given in e:
1. O -0.944
2. O -0.984
3. O -0.983
4. O -0.950
5. O -0.930
6. O -1.011
7. O -1.046
8. O -0.958



Entry Q
The following is a quantum chemistry calculation of 17 unconnected molecules or ions with the total composition H35O17, from the OMol25 dataset.

Calculated values
HOMO-LUMO gap = 8.9 eV
Molar mass = 307.26 g mol⁻¹
E_HOMO = -0.4589 hartree

```
! RIJCOSX wB97M-V def2-TZVPD def2/J DEFGRID3
* xyz 1 1
O 3.47791 1.67127 -2.24140
O 2.52354 -2.59711 -0.22220
O -3.05512 -3.00340 2.03554
O -1.35490 -0.73984 3.41927
O -0.51582 -2.28598 0.45700
O 0.43178 2.20183 -3.48592
O -4.64127 -2.50127 0.18132
O -1.02083 2.93750 0.57452
O 1.55996 1.68547 2.42339
O 3.47568 2.26037 0.53529
O -1.81951 4.10158 -1.22603
O -2.05326 1.30323 -1.06550
O -0.79496 0.38289 0.96731
O 0.82458 -4.47937 -0.44196
O 4.13620 -0.85803 1.32361
O -4.04685 -0.05124 0.97816
O 2.91349 -0.14724 -4.37958
H -3.16898 0.23350 0.57727
H -2.80038 -3.83173 1.47470
H 1.37533 2.66429 2.20302
H 4.21700 1.79653 0.81074
H -3.83744 -2.85423 -0.47748
H -1.70776 3.47139 0.72823
H -1.16751 0.17655 3.74625
H 0.39241 -4.77672 -1.14817
H -1.80908 5.10443 -1.29254
H -3.56378 -0.26414 1.83309
H 0.56396 1.32268 -2.95553
H 2.65568 0.74946 -4.02186
H 1.74859 1.53628 3.36979
H 3.55290 -0.53011 -3.84840
H 2.19510 -1.90474 -0.82619
H 0.09924 0.47977 0.62718
H 3.99029 2.49082 -2.58208
H -4.75348 -1.48305 -0.05555
H 0.56414 -2.69078 0.61655
H 2.29047 -3.45476 -0.38381
H 3.68857 -1.63046 0.85162
H -2.51534 -2.34573 1.55690
H 3.02758 2.28578 1.38474
H -0.58795 -1.64519 -0.24675
H 1.14835 -5.24620 0.00173
H -0.43551 2.28095 -3.38986
H -2.93292 1.58464 -1.36793
H -0.98797 1.15777 1.42843
H -1.46648 1.97184 -0.61489
H 3.68452 -0.98869 2.16241
H -4.16905 -2.74360 1.73018
H -0.28604 3.61421 0.15828
H -2.05070 3.84768 -2.05412
H 3.57628 1.58282 -1.27910
H -0.85520 -1.00669 2.62062
*
```

Here are the natural (NBO) charges for atoms 1 to 8, given in e:
1. O -1.001
2. O -0.979
3. O -0.809
4. O -0.999
5. O -1.060
6. O -0.914
7. O -0.980
8. O -0.944



Taking the most stable structure as the zero point, the relative energies in kJ/mol are entry P 0.0; entry Q 264.4.



Entry P
The following is a quantum chemistry calculation of a single C17H17N3O2 molecule, from the OMol25 dataset.

Calculated values
HOMO-LUMO gap = 8.7 eV
Molar mass = 295.34 g mol⁻¹
E_HOMO = -0.3047 hartree
SMILES string = Cc1ccc(N2C[C@H](C(=O)Nc3cccnc3)CC2=O)cc1

```
! RIJCOSX wB97M-V def2-TZVPD def2/J DEFGRID3
* xyz 0 1
O -1.19145 2.18031 1.66353
O 1.50593 -1.04947 -0.61038
N 3.05047 0.61792 -0.42949
N -1.32734 0.85932 -0.22076
N 5.33751 -2.05272 0.63003
C 0.56348 2.21571 -0.00555
C 6.51054 0.01717 0.59914
C -3.20515 -0.39775 -1.09966
C -6.33290 -1.78492 0.53885
C -0.75577 1.76183 0.61633
C 4.24174 -1.43608 0.23605
C 5.36613 0.67243 0.18494
C -4.36464 -0.48885 1.39931
C 4.19574 -0.06049 -0.00637
C -3.15454 0.15265 1.23169
C 6.44353 -1.35285 0.80792
C -5.01846 -1.09601 0.33301
C -2.55836 0.21039 -0.02689
C -4.41637 -1.03979 -0.91463
C -0.54990 0.62235 -1.42212
C 1.81053 0.11529 -0.68985
C 0.83258 1.21430 -1.12913
H 7.43066 0.55836 0.75536
H -2.67179 0.61701 2.07423
H 1.25156 1.69462 -2.01765
H 1.33319 2.24462 0.76560
H -0.47215 -0.45256 -1.61131
H 3.17801 1.61413 -0.55481
H 3.36584 -2.05265 0.10629
H -1.01305 1.11558 -2.28448
H -4.89874 -1.50332 -1.76353
H 5.37298 1.74063 0.01008
H 7.30878 -1.91510 1.13099
H 0.42646 3.23018 -0.38616
H -2.77806 -0.37419 -2.08945
H -7.07641 -1.07944 0.90824
H -6.69622 -2.21749 -0.38989
H -6.23362 -2.57908 1.27773
H -4.81075 -0.52202 2.38278
*
```

Here are the natural (NBO) charges for atoms 1 to 8, given in e:
1. O -0.601
2. O -0.589
3. N -0.602
4. N -0.444
5. N -0.392
6. C -0.501
7. C -0.239
8. C -0.253



Entry Q
The following is a quantum chemistry calculation of a single C17H17N3O2 molecule, from the OMol25 dataset.

Calculated values
HOMO-LUMO gap = 8.8 eV
Molar mass = 295.34 g mol⁻¹
E_HOMO = -0.3280 hartree
SMILES string = Cc1cc(C(=O)N/N=C2\CCCC(=O)C2)c2ccccc2n1

```
! RIJCOSX wB97M-V def2-TZVPD def2/J DEFGRID3
* xyz 0 1
O 6.04277 -1.21468 -0.27487
O -0.25567 -2.05287 1.79198
N 1.87372 -0.61336 0.80593
N -4.19955 -0.35888 -0.88320
N 0.59383 -0.44373 0.41552
C 2.81720 0.08637 0.33175
C -2.26659 0.46433 0.33907
C -2.21555 2.81396 0.87977
C -3.73157 -1.57519 -0.80646
C -3.51296 0.65494 -0.32091
C 4.05452 1.74989 -1.07163
C -0.41796 -1.19645 0.96065
C -2.49506 -1.87106 -0.18766
C -4.06521 1.95073 -0.38921
C -1.74897 -0.85916 0.35831
C 2.69095 1.16267 -0.72010
C -3.42402 3.00760 0.19387
C 5.03639 0.63405 -1.40414
C -4.54385 -2.67259 -1.41377
C 5.19224 -0.36533 -0.27971
C 4.19108 -0.20263 0.84713
C -1.64765 1.57119 0.95435
H 4.43282 2.33711 -0.23246
H 6.02211 1.03301 -1.65206
H 4.53694 0.64069 1.45443
H 4.69272 0.07777 -2.28165
H -3.85059 3.99851 0.14482
H 2.23880 0.72966 -1.62033
H 3.95609 2.42298 -1.92556
H -5.44645 -2.25954 -1.85358
H -5.00727 2.06852 -0.90081
H -1.73720 3.65562 1.35886
H 2.02165 1.95384 -0.36482
H -3.96878 -3.18762 -2.18150
H -0.73376 1.42467 1.51241
H 0.35718 0.23793 -0.30378
H -2.13160 -2.88708 -0.16016
H 4.17423 -1.09327 1.47460
H -4.81371 -3.40096 -0.65099
*
```

Here are the natural (NBO) charges for atoms 1 to 8, given in e:
1. O -0.520
2. O -0.546
3. N -0.215
4. N -0.418
5. N -0.464
6. C 0.252
7. C -0.034
8. C -0.214



Taking the most stable structure as the zero point, the relative energies in kJ/mol are entry P 0.0; entry Q 120.4.